A molecular structure, C71H77Ge2N3S5SiV at a distorted geometry, computed with ωB97M-V/def2-TZVPD.

Geometry (Å):
V (-0.5284, -0.5712, -0.6576)
C (-2.3917, -7.8875, -3.5726)
C (-2.0867, -6.6356, -4.3498)
C (-0.9818, -6.5585, -5.1874)
C (-0.6858, -5.3993, -5.8906)
C (0.5179, -5.3375, -6.7927)
C (-1.5178, -4.2828, -5.7524)
C (-2.6593, -4.3525, -4.9435)
C (-3.6181, -3.1961, -4.8307)
C (-2.9169, -5.5281, -4.2485)
C (-1.1881, -3.0283, -6.4861)
C (-1.5590, -2.8895, -7.8210)
C (-1.2774, -1.7253, -8.5133)
C (-0.6216, -0.6813, -7.8812)
C (-0.2367, -0.7893, -6.5488)
C (-0.5200, -1.9762, -5.8552)
Ge (0.0342, -2.1324, -3.9483)
S (-1.4389, -1.1546, -2.5852)
S (2.2082, -1.6174, -3.6398)
Ge (1.9374, -3.0816, -1.9119)
S (1.4498, -1.6359, -0.3048)
S (0.1938, -4.1474, -2.9280)
C (3.3264, -4.4889, -1.5894)
C (4.3763, -4.5633, -2.5066)
C (5.3729, -5.5214, -2.3497)
C (5.3259, -6.4180, -1.3026)
C (4.2687, -6.3702, -0.4120)
C (3.2535, -5.4215, -0.5344)
C (2.1752, -5.5208, 0.4907)
C (2.2742, -4.7830, 1.6741)
C (3.4114, -3.8261, 1.9130)
C (1.3450, -4.9904, 2.6852)
C (0.3453, -5.9400, 2.5627)
C (-0.5856, -6.2240, 3.7097)
C (0.2587, -6.6673, 1.3799)
C (1.1612, -6.4820, 0.3396)
C (1.0659, -7.3352, -0.8987)
C (4.4416, -3.6933, -3.7163)
C (5.1403, -2.4869, -3.7092)
C (5.7834, -1.9505, -2.4556)
C (5.2596, -1.7672, -4.8958)
C (4.7028, -2.2201, -6.0798)
C (4.9026, -1.4763, -7.3718)
C (3.9977, -3.4197, -6.0635)
C (3.8649, -4.1685, -4.9055)
C (3.1325, -5.4833, -4.9309)
C (0.4492, 0.3505, -5.8787)
C (-0.2824, 1.2630, -5.1127)
C (-1.7875, 1.2484, -5.0667)
C (0.3991, 2.2618, -4.4216)
C (1.7732, 2.4008, -4.5175)
C (2.4978, 3.4844, -3.7670)
C (2.4737, 1.5335, -5.3501)
C (1.8360, 0.5085, -6.0276)
C (2.6256, -0.4367, -6.8939)
H (-1.7120, -8.6938, -3.8454)
H (-3.4151, -8.2170, -3.7576)
H (-2.2916, -7.7039, -2.5006)
H (-0.3290, -7.4192, -5.2879)
H (1.0646, -6.2788, -6.7612)
H (1.1866, -4.5279, -6.4889)
H (0.2183, -5.1449, -7.8241)
H (-3.6007, -2.5788, -5.7280)
H (-3.3594, -2.5611, -3.9814)
H (-4.6339, -3.5600, -4.6760)
H (-3.7940, -5.5772, -3.6104)
H (-2.0913, -3.7006, -8.3040)
H (-1.5773, -1.6271, -9.5491)
H (-0.4143, 0.2398, -8.4130)
H (6.1805, -5.5586, -3.0711)
H (6.1058, -7.1600, -1.1863)
H (4.2166, -7.0800, 0.4051)
H (3.9031, -3.5404, 0.9851)
H (4.1583, -4.2959, 2.5589)
H (3.0473, -2.9242, 2.4044)
H (1.4260, -4.4081, 3.5979)
H (-0.7128, -5.3426, 4.3397)
H (-0.1776, -7.0247, 4.3311)
H (-1.5644, -6.5434, 3.3584)
H (-0.5172, -7.4196, 1.2752)
H (0.3870, -8.1717, -0.7345)
H (2.0416, -7.7278, -1.1829)
H (0.6854, -6.7495, -1.7377)
H (5.6612, -2.6349, -1.6189)
H (5.3361, -0.9921, -2.1828)
H (6.8509, -1.7894, -2.6153)
H (5.8110, -0.8322, -4.8862)
H (5.2586, -0.4619, -7.1940)
H (3.9750, -1.4240, -7.9432)
H (5.6433, -1.9888, -7.9896)
H (3.5524, -3.7846, -6.9841)
H (2.9127, -5.7773, -5.9563)
H (2.1901, -5.4148, -4.3797)
H (3.7258, -6.2699, -4.4627)
H (-2.2030, 0.3157, -5.4424)
H (-2.1801, 2.0654, -5.6785)
H (-2.1267, 1.3922, -4.0424)
H (-0.1658, 2.9386, -3.7920)
H (1.8081, 4.0524, -3.1432)
H (2.9857, 4.1732, -4.4595)
H (3.2714, 3.0573, -3.1262)
H (3.5478, 1.6482, -5.4536)
H (3.6520, -0.0880, -7.0032)
H (2.1772, -0.5311, -7.8837)
H (2.6548, -1.4310, -6.4401)
N (-3.1514, -1.2064, 2.3641)
C (-3.9355, -2.2952, 1.9854)
C (-5.1523, -2.5227, 2.6207)
C (-5.9217, -3.6267, 2.2927)
C (-5.4896, -4.5104, 1.3154)
C (-4.2897, -4.2805, 0.6612)
C (-3.5070, -3.1873, 1.0012)
S (-1.9140, -2.9947, 0.2753)
N (-1.5995, -1.3536, 0.5680)
C (-2.0976, -0.6852, 1.6481)
C (-1.5122, 0.5055, 1.9966)
C (-2.0307, 1.5047, 2.8743)
C (-1.4815, 2.7368, 2.9192)
C (-0.3691, 3.0565, 2.0476)
C (0.2167, 2.1159, 1.3098)
N (-0.1859, 0.7317, 1.4065)
H (-3.5303, -0.6186, 3.0843)
H (-5.4834, -1.8310, 3.3875)
H (-6.8642, -3.7887, 2.7979)
H (-6.0799, -5.3824, 1.0682)
H (-3.9426, -4.9530, -0.1145)
H (-2.9045, 1.2835, 3.4754)
H (-1.8876, 3.5006, 3.5672)
H (-0.0266, 4.0795, 1.9823)
H (1.0767, 2.2909, 0.6813)
C (1.9190, 0.4221, 5.7113)
Si (2.6807, -0.6631, 4.3646)
C (2.8449, -2.4247, 5.0173)
C (4.3667, -0.0302, 3.8183)
C (1.5292, -0.4594, 2.9371)
C (0.7530, 0.0716, 2.1799)
H (2.5568, 0.4828, 6.5958)
H (0.9522, 0.0193, 6.0194)
H (1.7506, 1.4353, 5.3430)
H (3.1414, -2.4033, 6.0680)
H (3.6097, -2.9804, 4.4734)
H (1.9112, -2.9850, 4.9485)
H (5.1036, -0.1186, 4.6190)
H (4.3119, 1.0187, 3.5227)
H (4.7342, -0.5980, 2.9617)
C (-4.0986, 2.5431, -0.4273)
C (-2.8954, 3.1613, -1.1621)
C (-2.4626, 4.4465, -0.4465)
C (-3.2962, 3.5034, -2.6026)
C (-1.8243, 2.1517, -1.1357)
C (-0.9904, 1.2649, -1.0794)
H (-4.9493, 3.2268, -0.4659)
H (-3.8439, 2.3501, 0.6159)
H (-4.3819, 1.5983, -0.8935)
H (-3.2781, 5.1708, -0.4923)
H (-1.5815, 4.8763, -0.9251)
H (-2.2327, 4.2487, 0.5970)
H (-4.0637, 4.2799, -2.5949)
H (-3.6986, 2.6286, -3.1123)
H (-2.4373, 3.8721, -3.1650)

Values from the calculation:
Spin multiplicity: 2
E (Eh): -10294.3535